{"formula": "C9H10", "method": "the ωB97M-V functional and the def2-TZVPD basis", "e_lumo_ev": 0.59, "homo_ev": -8.4383, "charge": 0, "orbital_gap_ev": 9.03, "de_lowest_kj_mol": 537.4, "e_tot_ev": -9487.85324, "elements": ["C", "C", "C", "C", "C", "C", "C", "C", "C", "H", "H", "H", "H", "H", "H", "H", "H", "H", "H"], "xyz": [[-2.09, 0.94, -0.17], [-2.46, 0.93, 1.11], [1.44, -0.14, -1.04], [1.51, 0.62, 0.36], [0.10, 0.26, -1.71], [0.12, 1.15, 0.65], [-0.72, 0.83, -0.56], [-1.13, 0.01, 0.90], [-1.05, -1.44, 1.16], [2.17, 0.18, -1.83], [1.45, -1.26, -0.76], [1.76, -0.13, 1.13], [2.34, 1.45, 0.28], [0.21, 0.86, -2.69], [-0.33, -0.77, -2.00], [-0.02, 2.15, 1.31], [-1.12, -2.17, 0.30], [-1.89, -1.72, 1.75], [-0.29, -1.75, 1.82]]}